(1)
Molecular formula: H12O6
Method: DFT, the ωB97M-V functional and the def2-TZVPD basis

The value obtained for the electronic energy is -12479.789 eV. The calculation puts the gap between HOMO and LUMO at 10.918 eV. Its HOMO energy is -0.3955 Eh. As for the SMILES: O.O.O.O.O.O. The spin multiplicity is 1.

Cartesian coordinates (Å):
1 O 0.16565 0.76748 3.44000
2 H 0.14680 1.43257 4.14008
3 H 1.12398 0.77601 3.26823
4 O -2.19520 2.01751 -1.12697
5 H -2.30234 2.02495 -2.07899
6 H -1.77763 1.12785 -1.00520
7 O -1.55775 -1.00068 0.41291
8 H -0.98117 -0.35543 -0.03754
9 H -1.99079 -0.51275 1.10584
10 O -0.51247 -0.06320 -1.83789
11 H 0.44884 0.02643 -1.93723
12 H -0.67669 -0.99067 -2.05575
13 O 2.36455 0.51019 -1.99914
14 H 2.75206 1.11025 -1.36167
15 H 3.09168 -0.07865 -2.28767
16 O 0.99138 -2.41037 1.25664
17 H 0.17186 -2.27217 1.72935
18 H 0.73722 -2.10931 0.37501

---

(2)
Molecular formula: C3H11F2N3O9P2S3
Method: DFT, the ωB97M-V functional and the def2-TZVPD basis

The value obtained for the electronic energy is -82697.097 eV. The calculation puts the gap between HOMO and LUMO at 5.684 eV. Its HOMO energy is -0.3097 Eh. The spin multiplicity is 1.

Cartesian coordinates (Å):
1 C 0.38270 -2.09684 1.81051
2 S -1.09691 -2.18734 0.72837
3 O -0.61186 -2.29659 -0.67020
4 O -2.01777 -3.28279 1.08670
5 P -2.18346 -0.29582 0.69873
6 C -3.53300 -0.24518 2.02350
7 N -4.84908 0.02863 1.44862
8 C -1.01628 1.14942 0.97248
9 O 0.29873 0.78130 0.64991
10 N 0.93975 1.65739 -0.25093
11 O 1.09071 2.70443 0.21659
12 P -3.07780 -0.21794 -1.34171
13 O -2.58080 1.01270 -2.05523
14 H 0.59810 -3.13592 2.06998
15 H 1.17586 -1.63083 1.22106
16 H 0.09971 -1.51616 2.69551
17 H -3.25919 0.59819 2.67353
18 H -3.48075 -1.18657 2.57821
19 H -5.47887 -0.68629 1.77612
20 H -5.16543 0.92866 1.77054
21 H -1.05379 1.38214 2.04660
22 H -1.40828 2.01363 0.42004
23 H -4.47640 -0.16739 -1.10725
24 H -2.81995 -1.44876 -2.01330
25 N 4.38301 1.45052 -2.74393
26 S 3.87471 0.10184 -2.10900
27 O 3.70153 0.08845 -0.67490
28 O 4.33188 -1.11848 -2.71471
29 F 2.35384 0.15840 -2.60682
30 S 5.88450 1.77390 -2.39078
31 O 6.24170 3.13504 -2.69207
32 O 6.86247 0.77326 -2.72028
33 F 5.89039 1.77500 -0.79587

---

(3)
Molecular formula: C13H20BClO2P
Method: DFT, the ωB97M-V functional and the def2-TZVPD basis

The value obtained for the electronic energy is -40388.958 eV. The calculation puts the gap between HOMO and LUMO at 5.873 eV. Its HOMO energy is -0.1258 Eh. Its charge is -1. The spin multiplicity is 1.

Cartesian coordinates (Å):
1 C -2.54030 -7.35564 -0.29545
2 O -1.18027 -6.99255 -0.17355
3 B -0.91554 -5.63929 -0.27772
4 O -0.92761 -5.09575 -1.54137
5 P -0.56040 -4.51839 1.29239
6 Cl 1.70955 -4.83844 0.87554
7 H -2.91160 -7.72656 0.66417
8 H -2.65177 -8.14908 -1.03980
9 H -3.17639 -6.51807 -0.59806
10 H -1.39747 -4.25775 -1.53340
11 H -0.56087 -5.68582 2.18606
12 H -0.22628 -3.65743 2.40445
13 H -0.55544 -3.30140 0.41820
14 H -2.02517 -4.34542 1.51840
15 C 1.27803 -0.91741 0.02267
16 C 0.06633 -0.30286 0.30132
17 C 0.03751 1.02390 0.70970
18 C 1.22064 1.74031 0.83305
19 C 2.43330 1.12640 0.55111
20 C 2.46061 -0.20275 0.14922
21 H 1.29662 -1.95439 -0.29099
22 H -0.84996 -0.87072 0.20395
23 H -0.90879 1.50164 0.93472
24 H 1.19694 2.77676 1.14860
25 H 3.35729 1.68429 0.64694
26 H 3.40495 -0.68711 -0.06400
27 C 0.27363 4.76787 -1.15294
28 C -0.93897 5.38392 -0.87963
29 C -0.96922 6.71249 -0.47986
30 C 0.21350 7.42744 -0.35802
31 C 1.42648 6.81188 -0.63247
32 C 1.45637 5.48201 -1.02713
33 H 0.29934 3.72969 -1.45742
34 H -1.86121 4.82586 -0.97688
35 H -1.91561 7.19075 -0.26157
36 H 0.19006 8.46439 -0.04768
37 H 2.34979 7.36902 -0.53702
38 H 2.40192 4.99822 -1.23555

---

(4)
Molecular formula: C25H19N5O2SSm
Method: DFT, the ωB97M-V functional and the def2-TZVPD basis

The value obtained for the electronic energy is -66489.042 eV. The calculation puts the gap between HOMO and LUMO (alpha / beta) at 6.952 / 3.342 eV. Its HOMO energy (alpha / beta) is -0.6020 / -0.5516 Eh. Its charge is +3. The spin multiplicity is 6.

Cartesian coordinates (Å):
1 Sm 0.10989 0.16833 0.66271
2 N -1.34477 0.67819 -4.38243
3 C -2.59601 1.38394 -4.55288
4 C -3.04148 1.78160 -5.83005
5 C -4.20732 2.58111 -5.95533
6 C -4.95514 2.94314 -4.77417
7 C -4.48591 2.37108 -3.61974
8 C -3.33108 1.74227 -3.47588
9 S -2.75199 1.54486 -1.82168
10 N -1.25102 0.87171 -2.02224
11 C -0.67729 0.61446 -3.14120
12 C 0.69522 0.02783 -3.15961
13 C 1.40639 -0.18454 -4.35610
14 C 2.63886 -0.74984 -4.24351
15 C 3.21390 -1.02264 -3.08070
16 C 2.41341 -0.80978 -1.97082
17 N 1.19032 -0.26123 -1.97337
18 H -0.74853 0.68769 -5.23177
19 H -2.55880 1.51548 -6.73057
20 H -4.58534 2.86337 -6.94780
21 H -5.91940 3.56940 -4.85648
22 H -5.11873 2.63446 -2.84390
23 H 0.88824 -0.19130 -5.28868
24 H 3.09936 -1.04038 -5.24519
25 H 4.18308 -1.45616 -2.84584
26 H 2.73919 -0.97350 -0.98004
27 O 6.19857 -3.70331 4.70878
28 C 5.65161 -3.31914 3.52149
29 O 6.17759 -3.52871 2.47728
30 C 4.30764 -2.60619 3.62091
31 C 3.52261 -2.17984 4.70934
32 C 2.25638 -1.59966 4.58853
33 C 1.73940 -1.38231 3.33130
34 C 2.56659 -1.73743 2.22591
35 C 3.77410 -2.29210 2.35765
36 N 0.49091 -0.76953 3.01369
37 C -0.30422 -0.34293 3.94521
38 C -1.43057 0.40141 3.71494
39 C -2.31040 0.86893 4.75746
40 C -3.43373 1.56594 4.55033
41 C -3.75025 1.84158 3.18619
42 C -2.88094 1.45308 2.17312
43 N -1.73532 0.71561 2.40863
44 H 5.58042 -3.46783 5.41015
45 H 3.94482 -2.19676 5.67310
46 H 1.70495 -1.17503 5.45005
47 H 2.41420 -1.42080 1.20196
48 H 4.33690 -2.56155 1.50167
49 H -0.01676 -0.53163 4.99337
50 H -2.01317 0.61488 5.79352
51 H -4.14449 1.84289 5.29245
52 H -4.55981 2.49614 2.93056
53 H -3.09207 1.72477 1.12967

---

(5)
Molecular formula: C5H7N
Method: DFT, the ωB97M-V functional and the def2-TZVPD basis

The value obtained for the electronic energy is -6782.880 eV. The calculation puts the gap between HOMO and LUMO at 9.788 eV. Its HOMO energy is -0.3185 Eh. The spin multiplicity is 1.

Cartesian coordinates (Å):
1 C -1.12689 -0.17134 -0.69889
2 C -0.39288 0.87877 -0.00452
3 C -0.09872 -0.96498 0.20875
4 C 1.36588 -0.50809 -0.18692
5 C 1.14686 0.74093 -0.05165
6 H -2.20263 -0.31542 -0.07921
7 H -1.12434 -0.12905 -1.93390
8 H -0.80941 1.95408 -0.18878
9 H 0.06820 0.35205 1.91565
10 H -0.08982 -2.09573 0.13485
11 H 2.02513 -1.36134 -0.11034
12 H 1.73343 1.59805 -0.29561
13 N -0.49482 0.02206 1.29057

---

Question: Number 1 is which compound?
Answer: H12O6

---

Question: Among the records above, which one has the lowest electronic energy?
Answer: C3H11F2N3O9P2S3

---

Question: What is the electronic energy in the fifth record?
Answer: -6782.880 eV